#one
22
Properties=species:S:1:pos:R:3 method="wB97M-V/def2-TZVPD" e_homo_ev=-13.712 orbital_gap_ev=4.785 spin_multiplicity=1 total_charge=+1
C 0.070 -1.706 2.384
C 0.481 -0.951 1.123
C 0.460 0.556 1.386
C 0.899 1.427 0.195
C -0.219 1.655 -0.915
N -1.241 0.782 -0.940
N -0.397 -1.415 -2.795
H -0.953 -1.570 2.690
H 0.668 -1.357 3.221
H 0.256 -2.777 2.324
H -0.238 -1.143 0.335
H 1.143 0.725 2.185
H -0.536 0.872 1.690
H 1.775 0.966 -0.247
H 1.181 2.443 0.460
H -0.590 2.697 -0.919
H 0.392 1.490 -1.845
H -2.087 1.268 -1.258
H -1.201 -1.275 -2.210
H -0.039 -0.527 -3.086
H -0.530 -2.073 -3.536
H 1.456 -1.314 0.836



#two
22
Properties=species:S:1:pos:R:3 method="wB97M-V/def2-TZVPD" smiles=CCN(C)CC[NH3+] e_homo_ev=-12.778 orbital_gap_ev=9.479 spin_multiplicity=1 total_charge=+1
C 1.294 1.495 1.050
C 0.996 1.285 -0.451
N -0.020 0.198 -0.673
C -0.293 0.030 -2.088
C -1.203 0.080 0.203
C -1.207 -1.353 0.709
N 0.183 -1.852 0.950
H 2.329 1.269 1.303
H 1.018 2.465 1.451
H 0.632 0.830 1.640
H 0.729 2.256 -0.850
H 1.847 0.943 -1.037
H 0.653 -0.289 -2.584
H -0.437 0.978 -2.658
H -1.173 -0.571 -2.193
H -1.269 0.851 0.977
H -2.069 0.499 -0.359
H -1.804 -2.045 0.096
H -1.790 -1.422 1.637
H 0.595 -1.170 1.624
H 0.286 -2.838 1.175
H 0.701 -1.637 0.076



#three
22
Properties=species:S:1:pos:R:3 method="wB97M-V/def2-TZVPD" smiles=CCNCC[NH2+]C e_homo_ev=-13.428 orbital_gap_ev=10.403 spin_multiplicity=1 total_charge=+1
C 2.776 -0.082 -1.099
C 1.292 -0.027 -1.476
N 0.524 -0.786 -0.465
C -0.889 -0.862 -0.654
C -1.612 0.385 -0.124
N -0.863 0.845 1.113
C -1.384 0.258 2.353
H 3.255 0.697 -1.693
H 3.259 -1.011 -1.394
H 2.887 0.067 -0.030
H 1.143 -0.401 -2.493
H 0.917 0.999 -1.467
H 0.970 -1.676 -0.263
H -1.209 -0.979 -1.696
H -1.268 -1.671 -0.028
H -2.670 0.295 0.100
H -1.551 1.226 -0.820
H -0.977 1.853 1.155
H 0.129 0.635 0.950
H -1.584 -0.801 2.193
H -2.372 0.639 2.599
H -0.774 0.398 3.240



#four
22
Properties=species:S:1:pos:R:3 method="wB97M-V/def2-TZVPD" smiles=CNC[C@@H](C)[NH2+]C e_homo_ev=-14.118 orbital_gap_ev=11.378 spin_multiplicity=1 total_charge=+1
C 1.543 -1.694 1.303
N 1.468 -0.251 0.913
C 1.242 -0.093 -0.529
C -0.084 0.620 -0.790
C -0.770 0.104 -2.071
N -0.972 0.291 0.414
C -1.923 1.316 0.975
H 1.588 -1.685 2.405
H 2.404 -2.214 0.883
H 0.609 -2.162 0.968
H 2.331 0.187 1.210
H 2.044 0.521 -0.957
H 1.296 -1.047 -1.049
H 0.084 1.685 -0.970
H -0.088 0.406 -2.884
H -1.749 0.545 -2.265
H -0.812 -0.992 -2.107
H -1.546 -0.524 0.234
H -0.144 0.247 1.107
H -2.288 1.997 0.187
H -1.381 1.906 1.737
H -2.849 0.838 1.284



Pick the least stable structure from those above. Pick: #one